A molecular structure, C20H43N2P3SSeSn in a non-equilibrium geometry. Source: the Open Molecules 2025 dataset; level of theory: wB97M-V/def2-TZVPD.

```
71
Properties=species:S:1:pos:R:3:mulliken_charge:R:1
Sn -0.86 -0.14 -0.29 0.750
P -3.37 -0.26 -0.16 0.971
P -0.14 -2.72 0.32 1.149
P -0.37 2.44 0.29 1.142
H 2.85 -0.99 -1.04 0.400
C 2.89 -0.05 -0.48 -0.872
C 2.97 -0.05 0.86 -0.384
H 3.07 -0.98 1.44 0.331
C -3.92 -0.30 -1.89 -1.204
C -3.91 -1.78 0.67 -1.188
C -4.03 1.17 0.73 -1.216
C 1.56 -3.38 0.54 -1.274
C -0.90 -3.47 1.80 -1.169
C -0.77 -3.78 -1.02 -1.328
C 1.30 3.14 0.52 -1.326
C -1.18 3.19 1.74 -1.011
C -1.02 3.39 -1.11 -1.132
H 2.80 0.88 -1.06 0.515
H 2.96 0.88 1.45 0.276
H -5.01 -0.38 -1.91 0.509
H -3.48 -1.16 -2.42 0.406
H -3.60 0.60 -2.42 0.370
H -5.00 -1.85 0.58 0.572
H -3.62 -1.76 1.73 0.368
H -3.46 -2.67 0.20 0.310
H -5.13 1.11 0.71 0.572
H -3.73 2.12 0.25 0.345
H -3.68 1.17 1.77 0.377
H 1.53 -4.42 0.17 0.488
H 1.81 -3.39 1.61 0.388
H 2.30 -2.80 -0.02 0.242
H -0.84 -4.56 1.69 0.465
H -1.95 -3.18 1.94 0.251
H -0.34 -3.18 2.70 0.380
H -0.31 -4.77 -0.90 0.542
H -0.49 -3.36 -1.99 0.420
H -1.86 -3.88 -0.96 0.356
H 1.20 4.20 0.25 0.529
H 2.04 2.65 -0.11 0.284
H 1.59 3.06 1.58 0.334
H -1.08 4.28 1.63 0.483
H -0.68 2.91 2.67 0.183
H -2.24 2.93 1.82 0.260
H -0.59 4.39 -1.04 0.525
H -2.11 3.46 -1.06 0.343
H -0.73 2.92 -2.05 0.320
C 1.11 0.09 -4.43 0.856
C 2.44 -0.20 -4.09 0.037
C 3.42 -0.24 -5.10 -0.694
C 3.06 0.00 -6.43 -0.531
C 1.73 0.30 -6.76 -0.718
C 0.76 0.34 -5.76 -0.665
Se -0.42 0.22 -3.12 -0.253
H 0.53 -0.54 -2.16 -0.079
H 2.72 -0.40 -3.06 0.220
H 4.46 -0.46 -4.85 0.422
H 3.82 -0.03 -7.21 0.428
H 1.44 0.49 -7.80 0.416
H -0.28 0.57 -6.01 0.353
S -0.78 -0.06 2.59 -0.149
C 0.38 0.32 3.79 -0.217
N 1.54 -0.29 4.09 -0.038
C 2.29 0.38 5.14 -0.533
C 1.31 1.45 5.63 -0.514
N 0.23 1.35 4.66 -0.110
H 1.90 -1.06 3.54 0.119
H 3.21 0.83 4.73 0.289
H 2.57 -0.30 5.94 0.368
H 1.74 2.46 5.58 0.320
H 0.97 1.26 6.66 0.322
H -0.64 1.88 4.71 0.302
```

Values from the calculation:
* Kohn-Sham gap (spin up / spin down): 4.245 / 4.246 eV
* total charge: +4
* strongest force on any atom: 2.67 eV/A



2 unconnected molecules or ions with the total composition C30H59ClI2O3 in a non-equilibrium geometry. Source: the Open Molecules 2025 dataset; level of theory: wB97M-V/def2-TZVPD.

```
95
Properties=species:S:1:pos:R:3:mulliken_charge:R:1
C 2.99 6.81 0.92 -1.230
C 2.29 7.65 -0.23 -0.405
C 0.79 7.23 -0.40 -0.850
C 0.52 6.09 -1.46 -0.037
C 1.80 5.40 -2.04 -0.633
C 1.31 4.14 -2.87 -0.449
C 0.28 4.50 -4.00 -0.858
C -1.20 4.04 -3.66 -0.697
C -1.32 2.47 -3.51 -0.851
C -2.37 2.07 -2.37 -0.454
C -1.73 1.03 -1.34 -0.747
C -2.51 -0.34 -1.41 -0.118
C -3.16 -0.74 -0.01 -0.488
C -2.92 -2.26 0.35 -0.756
C -2.46 -2.39 1.87 0.687
C -3.53 -3.07 2.80 -0.779
C -2.94 -3.95 3.98 -0.789
C -1.49 -3.52 4.47 -0.635
C -0.34 -4.38 3.83 -0.740
C 1.08 -3.67 3.83 -0.670
C 1.38 -2.85 2.54 -0.232
Cl 0.61 -1.20 2.76 -0.229
O 2.76 -2.62 2.31 -0.176
C 3.42 -3.79 1.83 -0.952
C 4.36 -3.53 0.62 0.232
O 3.52 -3.28 -0.52 -0.300
C 3.41 -4.45 -1.35 -0.726
C 5.27 -2.26 0.78 -1.172
I 6.28 -2.05 -1.18 0.042
C 6.41 -2.38 1.84 -0.205
C 7.42 -1.16 1.64 -1.245
I 5.68 -2.14 3.90 0.078
H 2.82 7.38 1.87 0.380
H 2.54 5.80 1.04 0.326
H 4.09 6.78 0.78 0.281
H 2.88 7.69 -1.17 0.335
H 2.28 8.71 0.16 0.347
H 0.15 8.11 -0.67 0.329
H 0.43 6.86 0.60 0.341
H -0.08 5.28 -0.96 0.057
H -0.15 6.51 -2.24 0.193
H 2.28 6.09 -2.78 0.250
H 2.52 5.04 -1.28 0.286
H 0.79 3.46 -2.15 0.224
H 2.17 3.63 -3.38 0.294
H 0.26 5.58 -4.26 0.386
H 0.54 3.94 -4.94 0.374
H -1.60 4.59 -2.78 0.380
H -1.84 4.32 -4.54 0.283
H -0.31 2.06 -3.31 0.429
H -1.65 2.03 -4.48 0.371
H -2.62 3.00 -1.81 0.371
H -3.24 1.64 -2.90 0.304
H -1.68 1.45 -0.31 0.361
H -0.67 0.81 -1.64 0.215
H -3.36 -0.34 -2.14 -0.144
H -1.79 -1.12 -1.77 0.473
H -4.27 -0.58 -0.03 0.020
H -2.75 -0.04 0.76 0.405
H -3.78 -2.92 0.11 0.371
H -2.07 -2.60 -0.29 0.347
H -2.23 -1.39 2.32 0.362
H -1.49 -2.94 1.84 -0.805
H -4.26 -3.69 2.23 0.261
H -4.14 -2.26 3.29 0.281
H -3.62 -3.78 4.86 0.320
H -3.01 -5.04 3.75 0.342
H -1.48 -3.71 5.57 0.476
H -1.35 -2.42 4.34 0.300
H -0.25 -5.30 4.47 0.406
H -0.65 -4.74 2.82 0.458
H 1.85 -4.46 3.98 0.313
H 1.06 -2.95 4.69 0.352
H 0.94 -3.26 1.60 0.519
H 4.01 -4.22 2.69 0.297
H 2.63 -4.56 1.59 0.537
H 5.05 -4.39 0.43 0.404
H 3.62 -5.40 -0.82 0.357
H 4.06 -4.29 -2.25 0.235
H 2.36 -4.50 -1.73 0.226
H 4.67 -1.32 0.88 0.629
H 7.01 -3.31 1.72 0.465
H 8.35 -1.45 1.10 0.336
H 7.75 -0.83 2.66 0.407
H 6.91 -0.27 1.20 0.370
C -6.94 -0.91 -1.43 -1.213
C -6.08 -1.47 -2.52 0.961
O -5.18 -0.82 -3.01 -0.588
C -6.36 -2.88 -2.97 -1.237
H -6.62 0.11 -1.20 0.294
H -7.98 -0.88 -1.75 0.431
H -6.85 -1.51 -0.52 0.293
H -7.38 -2.94 -3.37 0.365
H -6.24 -3.57 -2.14 0.313
H -5.67 -3.16 -3.76 0.325
```

Values from the calculation:
* Kohn-Sham gap: 9.233 eV
* SMILES: CCCCCCCCCCCCCCCCCCCC[C@@H](Cl)OC[C@@H](OC)[C@H](I)[C@@H](C)I.CC(C)=O
* strongest force on any atom: 2.23 eV/A



A molecular structure, C13H34NO4Ti in a non-equilibrium geometry. Source: the Open Molecules 2025 dataset; level of theory: wB97M-V/def2-TZVPD.

```
53
Properties=species:S:1:pos:R:3:mulliken_charge:R:1
Ti 11.68 -10.13 -4.41 0.391
C 15.77 -8.15 -3.44 -1.530
C 15.05 -9.48 -3.45 0.813
C 15.80 -10.40 -2.46 -1.290
O 13.67 -9.48 -3.19 -0.744
H 16.80 -8.23 -3.78 0.378
H 15.76 -7.85 -2.39 0.332
H 15.18 -7.45 -4.04 0.332
H 15.23 -9.82 -4.47 0.014
H 15.54 -11.46 -2.50 0.234
H 15.49 -10.05 -1.48 0.329
H 16.86 -10.21 -2.61 0.348
C 9.22 -6.19 -5.28 -1.630
C 9.37 -7.71 -5.18 0.993
C 9.01 -8.31 -6.47 -1.361
O 10.66 -8.08 -4.82 -0.245
H 9.15 -5.63 -4.35 0.400
H 8.39 -5.86 -5.91 0.397
H 10.06 -5.74 -5.81 0.398
H 8.65 -8.04 -4.43 -0.050
H 8.01 -8.07 -6.85 0.443
H 9.05 -9.40 -6.43 0.213
H 9.76 -8.05 -7.22 0.332
H 11.02 -7.37 -4.28 0.200
C 8.24 -10.91 -3.03 -1.037
C 9.14 -10.44 -1.87 0.582
C 9.11 -11.32 -0.57 -1.457
O 10.48 -10.50 -2.30 -0.157
H 8.56 -11.84 -3.49 0.282
H 8.27 -10.16 -3.82 -0.010
H 7.18 -11.01 -2.78 0.413
H 8.89 -9.40 -1.65 0.224
H 9.68 -10.81 0.19 0.431
H 9.52 -12.32 -0.74 0.300
H 8.08 -11.52 -0.25 0.388
H 11.10 -10.29 -1.60 0.149
C 12.59 -11.42 -8.73 -1.410
C 11.99 -11.53 -7.29 0.201
C 12.70 -12.56 -6.38 -0.720
O 12.24 -12.36 -5.02 -0.104
C 12.98 -13.11 -4.06 -0.776
N 12.20 -10.19 -6.82 -0.377
H 13.59 -10.97 -8.77 0.380
H 11.91 -10.94 -9.44 0.420
H 12.78 -12.43 -9.10 0.404
H 10.91 -11.60 -7.32 0.255
H 13.77 -12.49 -6.54 0.398
H 12.42 -13.59 -6.62 0.358
H 12.54 -12.84 -3.10 0.200
H 14.05 -12.87 -4.03 0.255
H 12.78 -14.17 -4.18 0.351
H 11.75 -9.63 -7.53 0.212
H 13.17 -9.95 -6.95 0.147
```

Values from the calculation:
* Kohn-Sham gap (spin up / spin down): 3.643 / 6.808 eV
* 2S+1: 4
* strongest force on any atom: 2.58 eV/A



12 unconnected molecules or ions with the total composition C28H72O16S10 in a non-equilibrium geometry. Source: the Open Molecules 2025 dataset; level of theory: wB97M-V/def2-TZVPD.

```
126
Properties=species:S:1:pos:R:3:mulliken_charge:R:1
C -24.67 -5.08 9.03 -0.836
C -23.75 -4.53 7.99 0.921
C -22.24 -4.52 8.32 0.520
O -21.60 -5.05 7.18 -0.429
C -22.54 -5.67 6.41 0.534
O -22.26 -6.39 5.49 -0.572
O -23.76 -5.38 6.81 -0.467
H -24.52 -4.57 9.99 -0.082
H -24.52 -6.13 9.28 0.460
H -25.72 -4.89 8.79 -0.093
H -24.10 -3.54 7.70 0.082
H -22.10 -5.13 9.22 0.254
H -22.01 -3.49 8.55 -0.311
C -28.32 -3.31 9.04 -1.228
C -28.80 -4.08 10.25 1.179
C -29.47 -5.44 10.02 -0.590
O -28.43 -6.38 10.29 -0.373
C -27.43 -5.78 10.93 0.314
O -26.44 -6.31 11.34 -0.452
O -27.66 -4.46 11.06 0.021
H -29.15 -2.80 8.54 0.513
H -27.77 -4.02 8.42 0.387
H -27.75 -2.43 9.34 -0.024
H -29.46 -3.43 10.83 -0.423
H -29.76 -5.49 8.97 0.345
H -30.30 -5.61 10.70 0.314
C -21.07 2.54 11.74 -0.550
S -21.47 3.64 10.33 0.238
O -21.78 2.71 9.18 -0.386
C -23.14 4.10 10.93 -0.380
H -21.78 1.72 11.64 -0.166
H -21.24 3.06 12.67 0.452
H -20.10 2.07 11.60 0.362
H -23.11 5.02 11.51 0.530
H -23.55 3.26 11.48 -0.080
H -23.71 4.27 10.02 0.109
C -25.02 -1.80 10.71 0.215
S -25.93 -0.27 10.25 0.271
O -26.88 0.12 11.36 -0.224
C -24.52 0.85 10.37 -0.101
H -24.12 -2.02 10.13 -0.058
H -25.67 -2.67 10.60 -0.254
H -24.59 -1.69 11.70 0.133
H -24.73 1.87 10.07 -0.195
H -23.82 0.44 9.63 0.042
H -24.08 0.80 11.36 0.310
C -21.16 -1.57 5.71 -1.135
S -21.90 -0.46 6.90 0.512
O -22.46 -1.37 7.98 -0.685
C -20.37 0.26 7.61 -0.680
H -21.94 -2.20 5.28 0.368
H -20.45 -2.24 6.20 0.331
H -20.69 -0.93 4.96 0.421
H -19.81 0.96 6.99 0.471
H -19.60 -0.52 7.67 0.374
H -20.58 0.54 8.63 -0.130
C -24.04 3.16 7.12 -1.031
S -25.85 3.04 7.00 0.887
O -26.46 4.41 7.02 -0.709
C -26.10 2.44 5.31 -1.050
H -23.52 2.27 7.44 0.158
H -23.80 4.05 7.70 0.283
H -23.71 3.44 6.11 0.518
H -25.37 1.64 5.14 0.303
H -25.96 3.28 4.64 0.367
H -27.11 2.06 5.21 0.287
C -23.75 -3.72 14.82 -0.619
S -23.39 -5.32 14.00 0.568
O -23.41 -6.31 15.13 -0.706
C -24.96 -5.37 13.05 -1.095
H -24.79 -3.41 14.78 0.097
H -23.09 -3.00 14.33 0.084
H -23.47 -3.69 15.87 0.501
H -25.13 -6.32 12.56 0.696
H -24.91 -4.58 12.29 0.088
H -25.86 -5.07 13.61 0.380
C -26.56 -0.35 17.12 -0.965
S -27.81 -0.71 15.84 0.518
O -28.87 0.35 15.77 -0.601
C -26.75 -0.41 14.41 -0.283
H -26.99 -0.39 18.12 0.360
H -26.23 0.68 16.92 0.285
H -25.72 -1.04 17.07 0.313
H -25.84 -0.99 14.56 0.386
H -26.54 0.65 14.32 0.278
H -27.27 -0.74 13.52 -0.302
C -30.79 2.39 6.87 -0.800
S -30.71 0.89 7.92 0.613
O -30.05 -0.17 7.11 -0.660
C -29.45 1.49 9.06 -0.378
H -30.88 3.25 7.53 0.330
H -31.61 2.28 6.17 0.360
H -29.83 2.38 6.34 0.096
H -29.26 0.67 9.75 0.042
H -29.83 2.34 9.64 0.391
H -28.56 1.84 8.53 0.055
C -27.08 3.36 10.77 -0.142
S -26.38 3.91 12.38 0.566
O -26.10 5.36 12.12 -0.695
C -27.96 3.90 13.28 -0.714
H -27.83 4.10 10.45 0.639
H -27.42 2.34 10.68 -0.184
H -26.32 3.58 10.02 -0.281
H -28.41 2.91 13.32 -0.014
H -28.70 4.54 12.80 0.349
H -27.83 4.25 14.30 0.390
C -31.13 -1.77 12.87 -0.312
S -31.64 -0.10 12.28 0.247
O -31.64 -0.11 10.78 -0.518
C -30.11 0.76 12.78 -0.488
H -30.93 -1.78 13.94 0.406
H -30.22 -1.98 12.32 -0.388
H -31.92 -2.50 12.67 0.404
H -29.20 0.16 12.75 -0.104
H -30.17 1.08 13.82 0.600
H -30.07 1.62 12.12 0.153
C -20.15 -3.45 12.97 -1.171
S -21.04 -2.78 11.54 0.733
O -22.35 -2.33 12.11 -0.633
C -20.03 -1.28 11.23 -0.773
H -20.68 -3.21 13.89 0.283
H -19.18 -2.97 13.11 0.393
H -19.97 -4.53 13.03 0.390
H -20.69 -0.60 10.69 -0.228
H -19.14 -1.35 10.60 0.497
H -19.69 -0.84 12.17 0.475
```

Values from the calculation:
* Kohn-Sham gap: 8.338 eV
* energy above the lowest of the compared OMol25 structures with the same formula, charge and spin: 107.1 kJ/mol
* strongest force on any atom: 2.03 eV/A



C2H6O in the gas phase. Source: the Open Molecules 2025 dataset; level of theory: wB97M-V/def2-TZVPD.

```
9
Properties=species:S:1:pos:R:3:mulliken_charge:R:1
C 0.76 0.66 -0.15 -1.026
C -0.35 -0.38 -0.20 -0.158
O -0.70 -0.71 1.13 -0.517
H 1.66 0.25 0.31 0.272
H 1.01 0.99 -1.17 0.332
H 0.43 1.52 0.43 0.284
H -0.01 -1.27 -0.75 0.238
H -1.21 0.03 -0.74 0.274
H -1.59 -1.09 1.12 0.301
```

Values from the calculation:
* Kohn-Sham gap: 11.337 eV
* energy above the lowest of the compared OMol25 structures with the same formula, charge and spin: 0.8 kJ/mol
* SMILES: CCO
* strongest force on any atom: 0.44 eV/A



5 unconnected molecules or ions with the total composition C6H20NO5 in a non-equilibrium geometry. Source: the Open Molecules 2025 dataset; level of theory: wB97M-V/def2-TZVPD.

```
32
Properties=species:S:1:pos:R:3:mulliken_charge:R:1
O 1.00 0.83 2.96 -0.486
C 0.86 1.28 1.86 0.005
C 0.65 0.40 0.61 -0.064
C -0.64 0.72 -0.19 -0.421
C -0.75 2.13 -0.70 -0.750
C 0.28 2.68 -1.37 0.090
C 0.28 4.04 -1.98 -1.266
N 0.58 -1.05 1.10 -0.030
H 0.84 2.35 1.71 0.473
H 1.54 0.54 -0.03 0.353
H -0.77 -0.01 -0.98 0.381
H -1.51 0.58 0.48 0.371
H -1.67 2.68 -0.69 0.334
H 1.19 2.11 -1.46 0.257
H 0.42 3.87 -3.04 0.317
H -0.71 4.46 -1.87 0.332
H 0.96 4.82 -1.65 0.323
H -0.29 -1.52 0.74 0.220
H 1.32 -1.53 0.59 0.180
H 0.63 -1.00 2.13 0.409
H 1.33 -0.89 -2.52 0.292
H 1.41 -2.37 -2.16 0.289
O 1.63 -1.49 -1.83 -0.562
H -2.85 -1.01 2.60 0.291
H -3.99 -1.57 1.88 0.279
O -3.03 -1.51 1.79 -0.528
H -1.33 -3.42 1.12 0.302
H -2.15 -2.88 -0.10 0.255
O -1.33 -2.77 0.40 -0.636
H 1.58 -3.92 -0.36 0.289
H 2.70 -3.06 0.54 0.338
O 1.82 -3.47 0.45 -0.639
```

Values from the calculation:
* Kohn-Sham gap: 9.752 eV
* energy above the lowest of the compared OMol25 structures with the same formula, charge and spin: 0.0 kJ/mol
* total charge: +1
* strongest force on any atom: 2.37 eV/A



A molecular structure, C34H52FN2O2PtS2Si4Te in a non-equilibrium geometry. Source: the Open Molecules 2025 dataset; level of theory: wB97M-V/def2-TZVPD.

```
99
Properties=species:S:1:pos:R:3:mulliken_charge:R:1
Pt -0.38 0.60 0.72 0.449
C 0.92 2.62 4.09 -1.508
C 2.11 2.31 3.19 1.117
C 3.44 2.48 3.93 -1.730
C 2.04 3.18 1.95 0.621
C 2.29 4.54 2.05 -0.437
C 2.21 5.36 0.94 -1.508
C 1.83 4.82 -0.27 -0.998
C 1.56 3.47 -0.42 1.174
C 1.14 2.99 -1.80 0.519
C -0.32 2.53 -1.79 -0.781
C 2.05 1.90 -2.37 -1.219
C 1.70 2.63 0.70 -1.242
N 1.54 1.24 0.61 0.631
C 2.64 0.46 0.49 0.297
C 3.94 1.00 0.39 -0.331
C 5.05 0.19 0.24 -1.043
C 4.92 -1.19 0.18 -0.534
C 3.66 -1.75 0.28 -0.566
C 2.56 -0.94 0.44 0.415
F 1.34 -1.52 0.57 -0.207
H 0.93 1.97 4.97 0.450
H 0.00 2.44 3.54 0.339
H 0.93 3.65 4.42 0.279
H 2.03 1.26 2.89 0.127
H 3.56 3.48 4.32 0.312
H 4.27 2.27 3.25 0.388
H 3.50 1.78 4.76 0.447
H 2.57 4.96 3.01 0.392
H 2.44 6.41 1.03 0.361
H 1.76 5.47 -1.13 0.413
H 1.22 3.85 -2.47 0.601
H -0.48 1.74 -1.03 -0.296
H -0.59 2.12 -2.76 0.217
H -0.99 3.37 -1.57 0.345
H 1.81 0.92 -1.95 -0.108
H 3.10 2.11 -2.17 0.329
H 1.93 1.83 -3.45 0.470
H 4.06 2.07 0.42 0.550
H 6.03 0.64 0.15 0.401
H 5.78 -1.82 0.03 0.391
H 3.51 -2.82 0.22 0.469
C -3.79 -4.53 1.91 -1.073
Si -3.79 -3.36 3.42 0.360
C -2.27 -3.82 4.50 -1.125
C -5.34 -3.83 4.45 -1.069
Si -3.77 -1.08 2.77 0.107
Te -2.21 -1.06 0.76 -0.154
Si -5.85 -0.53 1.78 0.347
C -7.36 -0.74 2.94 -1.042
C -5.87 1.28 1.14 -1.062
C -6.14 -1.63 0.24 -1.047
Si -3.44 0.25 4.70 0.460
C -3.66 2.13 4.43 -1.189
C -1.76 0.03 5.59 -0.934
C -4.78 -0.27 5.97 -1.077
H -3.72 -5.58 2.20 0.363
H -2.96 -4.31 1.25 0.319
H -4.70 -4.42 1.33 0.264
H -2.18 -4.89 4.64 0.370
H -2.34 -3.37 5.48 0.283
H -1.35 -3.47 4.04 0.354
H -5.30 -4.86 4.78 0.376
H -6.24 -3.70 3.87 0.263
H -5.43 -3.21 5.34 0.275
H -7.32 -0.04 3.76 0.291
H -7.38 -1.74 3.37 0.235
H -8.30 -0.59 2.41 0.381
H -5.84 2.00 1.95 0.283
H -6.74 1.49 0.53 0.371
H -4.99 1.46 0.52 0.279
H -6.32 -2.66 0.52 0.252
H -5.26 -1.61 -0.39 0.325
H -6.98 -1.30 -0.36 0.361
H -2.98 2.49 3.65 0.341
H -3.44 2.69 5.33 0.406
H -4.67 2.37 4.12 0.360
H -0.94 0.24 4.91 0.113
H -1.63 -0.98 5.96 0.362
H -1.67 0.70 6.44 0.392
H -5.78 -0.19 5.55 0.228
H -4.75 0.35 6.87 0.398
H -4.64 -1.30 6.29 0.235
O 3.12 -3.14 -5.83 -0.682
S 3.15 -1.95 -5.02 1.154
O 4.46 -1.53 -4.58 -0.667
N 2.09 -2.04 -3.77 -0.635
C 1.09 -1.23 -3.95 0.182
S -0.18 -1.05 -2.87 -0.262
C 1.12 -0.41 -5.18 0.293
C 0.18 0.49 -5.65 -0.362
C 0.44 1.17 -6.83 -0.626
C 1.61 0.94 -7.54 -0.399
C 2.55 0.03 -7.08 -0.592
C 2.29 -0.63 -5.90 0.026
H -0.73 0.65 -5.09 0.420
H -0.28 1.88 -7.21 0.387
H 1.79 1.47 -8.47 0.377
H 3.47 -0.15 -7.61 0.412
```

Values from the calculation:
* Kohn-Sham gap (spin up / spin down): 4.449 / 4.451 eV
* energy above the lowest of the compared OMol25 structures with the same formula, charge and spin: 275.0 kJ/mol
* total charge: -1
* strongest force on any atom: 2.08 eV/A



no.,calculated total energy (hartree)
1,-4933.811385
2,-2459.627560
3,-1720.724577
4,-6295.434835
5,-155.025519
6,-671.301227
7,-4028.429434